ORCA calculation (wB97M-V/def2-TZVPD) on a molecular structure, C14H25AuBIO3P2 at a distorted geometry.

Geometry as XYZ:
```
47
Properties=species:S:1:pos:R:3:forces:R:3
H 0.963 1.520 -0.983 1.6330 -0.6126 -1.1010
B -0.565 0.298 1.815 -0.8731 -3.4951 0.9740
P -1.409 0.965 -2.205 -4.8645 0.4953 1.5093
H -4.188 -1.285 2.748 0.4022 -0.1848 0.2226
H -4.015 -2.732 4.817 -0.1296 -0.3113 -0.1482
O -1.981 -0.061 1.789 2.8070 2.7855 -0.9889
C -2.187 -0.578 3.030 1.7648 -1.2821 1.2797
H 3.815 -0.111 -3.429 -0.0013 0.0783 0.5076
C -2.967 -0.110 -2.022 1.1968 -1.8222 -0.8093
H 4.043 -2.414 -1.623 -0.1525 0.3752 -0.0955
H -3.103 2.492 -1.210 0.7030 -0.3853 0.2546
H -1.587 3.090 -3.373 -0.0695 -0.1861 -0.0683
C 2.034 1.353 -1.346 -0.0064 1.3270 1.2601
H 0.164 -1.669 5.192 0.0167 -0.1935 0.5098
C 3.778 -0.086 0.468 -0.4973 0.3735 -0.4680
C -2.156 2.073 -0.809 1.8475 0.1585 0.7743
H -2.885 -1.026 -2.679 -0.3346 0.8565 0.7374
C -0.834 -1.521 4.816 -0.3114 -0.1627 -0.5164
H 5.008 -0.563 -2.200 0.5818 -0.0070 -0.2331
H -1.420 2.902 -0.640 -0.8991 -0.4205 0.1495
O 0.108 -0.175 3.028 -1.0502 2.3713 -2.0834
H 2.666 2.082 -0.725 -0.6676 -1.2428 -0.2849
H -3.068 -0.429 -0.977 0.1758 -0.0007 -0.2761
H -2.346 1.477 0.124 0.1739 0.6624 -0.9025
C -0.949 -0.624 3.771 -2.5386 -1.9914 -0.2881
I 0.483 -1.240 0.147 -1.4128 0.0605 -0.0143
C 2.979 -2.164 -1.514 -0.6696 0.2394 0.0513
Au -1.207 -0.476 -4.774 0.2708 -0.3022 0.0285
H -3.845 0.474 -2.318 0.3666 0.0219 -0.0405
H 3.122 -0.430 1.253 0.0368 -0.0148 0.3298
C -3.268 -1.356 3.337 -0.6230 0.0957 0.8634
H 4.097 0.950 0.617 0.0089 -0.2542 0.0350
H 4.613 -0.735 0.366 1.0026 -0.5323 0.3835
C 4.197 0.114 -2.417 -0.1733 -0.1124 0.2148
H -1.812 1.707 -4.469 -0.4040 0.5847 0.2124
H 2.303 1.792 -2.311 -0.8964 -0.5088 -0.3708
H 4.536 1.143 -2.375 0.1387 0.1061 -0.0185
C -2.073 2.110 -3.465 1.9399 0.2911 -1.5637
C -3.152 -2.197 4.463 0.1335 0.5146 -0.2249
C -1.947 -2.336 5.139 0.8308 1.0277 0.0146
P 2.963 -0.262 -1.121 1.1289 -0.1496 -1.3930
H -3.143 2.228 -3.373 -0.2170 -0.2614 0.1413
O 0.777 2.558 1.466 -1.7763 -4.1018 -1.9808
H -1.813 -3.069 5.924 -0.2270 0.0581 0.0306
H 2.456 -2.428 -2.456 0.2649 0.4455 0.5103
C 0.231 1.564 1.217 1.2748 4.9345 3.1607
H 2.584 -2.813 -0.713 0.0951 0.6724 -0.2848
```
Forces are in eV/Å.

Properties
**HOMO-LUMO gap (alpha / beta)**: 0.197 / 0.102 hartree
**HOMO level (alpha / beta)**: -13.60 / -13.42 eV
**Energy**: -52093.0138 eV
**Relative energy (zero: lowest compared OMol25 entry of this formula, charge and spin)**: 1.6000 eV
**Charge**: +2
**Largest force on an atom**: 5.997 eV Å⁻¹
**Spin multiplicity**: 3

ORCA calculation (wB97M-V/def2-TZVPD) on a molecular structure, C14H25BaNO15 at a distorted geometry.

Geometry as XYZ:
```
56
Properties=species:S:1:pos:R:3:forces:R:3
H 0.176 0.019 -3.387 -0.3258 -0.1501 -0.1252
C -2.143 0.156 4.399 -0.3751 0.3376 0.3864
O 2.946 2.222 1.590 0.2474 0.1425 -0.0013
C 2.017 -2.655 0.813 0.5753 0.8569 -0.4769
H -3.447 -2.379 -0.249 -0.0345 -0.2164 0.2481
H 0.354 -2.974 2.079 -0.2345 0.5282 0.1703
C -2.328 -1.038 0.238 0.0699 0.5310 -0.4769
C 1.428 -2.864 2.202 -0.2707 -0.8511 -0.2019
H -1.471 -0.825 2.997 0.0451 -0.5137 0.0045
H 1.408 -3.177 0.077 -0.0839 -0.0930 0.1812
C 0.672 0.800 -1.498 -0.6752 0.8740 -0.9703
H 4.402 -0.102 -0.672 0.1386 -0.0704 0.2747
O -1.463 3.552 -3.506 0.4602 -0.3375 0.2401
H -1.839 2.820 -4.017 -0.0745 0.3049 -0.1878
C -1.753 3.062 -2.231 -1.8416 -0.3648 1.6350
H 0.135 1.062 -0.611 0.1674 -0.4194 0.8384
O -1.364 3.680 -1.211 1.0010 0.7038 -0.7145
O -1.633 -1.056 3.934 0.0284 0.5722 -0.3799
H 3.054 -2.995 0.657 -0.2185 -0.3943 0.4995
H -5.694 3.828 1.043 -0.5510 0.1530 -0.0097
H 4.236 -1.946 -0.609 0.3928 0.3578 0.4000
H 1.712 -3.835 2.621 0.3710 0.1932 0.0458
O 1.421 1.990 3.198 1.0195 0.2082 -0.1462
H 0.058 -2.218 -2.985 -0.1655 -0.2162 0.2381
H 1.048 -0.740 0.566 -0.1047 0.2243 0.1233
O -2.543 0.189 5.565 0.2095 -0.1787 -0.1003
C 2.047 -1.157 0.461 -0.5118 -1.0440 -0.5531
H 1.633 -2.067 2.909 0.0459 0.0687 0.0362
H 2.273 -1.654 -2.979 0.2879 0.3228 0.1996
H 0.653 1.761 -2.028 -0.0802 -0.0252 0.0334
O -4.517 2.179 0.930 -0.7246 0.7473 -0.9386
C 1.628 2.359 2.028 -2.3526 -0.6927 1.3145
O -5.715 1.648 -0.934 -0.3400 1.1021 1.0731
H 2.724 0.783 -2.207 -0.2398 -0.2310 -0.1818
H 4.182 -1.151 -2.126 0.2851 0.4778 -0.0012
O -1.405 -0.588 0.980 0.1768 -0.6951 0.1287
C 1.845 -1.839 -1.991 -0.0539 -0.0883 0.3067
H 3.324 1.971 2.453 0.1698 0.0070 -0.4093
C -0.088 -0.208 -2.348 0.4513 -0.4397 0.2933
N 2.487 -0.925 -0.992 -0.6075 1.6515 0.2671
C -5.460 2.346 0.049 1.0850 -1.5914 -0.1273
H 2.567 1.094 -0.500 -0.2491 0.1999 0.0608
H -0.128 -2.180 -1.239 -0.3913 0.4855 0.1643
O -2.153 1.089 3.540 0.1557 0.0660 -0.2668
C 0.326 -1.659 -2.081 0.6994 -0.5812 -0.4256
O -2.773 -2.352 0.448 0.3650 0.4203 -0.0295
O -2.869 -0.442 -0.698 0.1973 -0.2694 0.1482
Ba -1.807 2.185 1.072 -1.3839 -0.8502 0.0624
H -1.164 -0.131 -2.175 0.0272 0.3488 -0.1792
C 3.952 -1.000 -1.070 -0.2277 -1.3940 -0.8984
O -2.503 2.066 -2.180 0.8718 -0.0700 -0.8445
O -6.261 3.472 0.337 0.7023 -0.1414 0.0535
H 2.183 -2.820 -1.653 -0.3440 -0.2048 -0.4391
C 2.127 0.529 -1.324 0.8362 -0.1768 0.4962
H 2.776 -0.633 1.074 -0.1591 0.2381 0.0460
O 0.731 2.746 1.241 1.5383 0.1777 -0.8844
```
Forces are in eV/Å.

Properties
**HOMO-LUMO gap**: 0.205 hartree
**HOMO level**: -2.37 eV
**Energy**: -47827.8368 eV
**Relative energy (zero: lowest compared OMol25 entry of this formula, charge and spin)**: 0.7508 eV
**Charge**: -2
**Largest force on an atom**: 2.783 eV Å⁻¹